{
  "formula": "C27H42BiF6NO4S2Si3",
  "method": "wB97M-V/def2-TZVPD",
  "symbols": ["Bi", "S", "S", "Si", "Si", "Si", "F", "F", "F", "F", "F", "F", "O", "O", "O", "O", "N", "C", "C", "C", "C", "C", "C", "C", "C", "C", "C", "C", "C", "C", "C", "C", "C", "C", "C", "C", "C", "C", "C", "C", "C", "C", "C", "C", "H", "H", "H", "H", "H", "H", "H", "H", "H", "H", "H", "H", "H", "H", "H", "H", "H", "H", "H", "H", "H", "H", "H", "H", "H", "H", "H", "H", "H", "H", "H", "H", "H", "H", "H", "H", "H", "H", "H", "H", "H", "H"],
  "positions_angstrom": [[0.6303, -1.1279, -0.2689], [1.8549, -2.4185, 2.4992], [0.4551, -0.6823, 4.3683], [0.2735, -0.8303, -3.0149], [-1.3338, 2.8922, 3.7193], [-1.9380, 2.9824, 1.4757], [-0.3844, -5.2658, 1.9414], [2.5409, 0.7231, 5.0883], [-1.1813, -3.2446, 2.0407], [0.6951, 1.2380, 6.0838], [1.7680, -0.5552, 6.6491], [-0.5002, -4.2258, 3.8514], [0.2553, 0.3679, 3.3775], [2.8564, -3.4337, 2.8334], [-0.7239, -1.0361, 5.1353], [2.4511, -1.2485, 1.7846], [1.3717, -1.8531, 4.0216], [0.4025, 3.3607, 4.1515], [-0.2546, -4.0699, 2.5547], [1.5852, -5.4952, -0.8954], [1.7639, 0.2055, -3.6952], [-2.4659, 4.4161, 3.5767], [1.1431, -3.2480, -4.3393], [-3.8974, 5.3253, 1.8215], [-1.2284, 0.2764, -3.3466], [-0.7253, 3.8584, 0.3587], [1.7209, 1.5670, -2.9874], [3.0831, -3.1601, -0.8150], [-2.9645, 4.3680, 2.2531], [-2.8971, 1.7338, 0.4945], [-4.3133, 6.3270, 2.6889], [-1.1760, -3.1836, -3.4160], [1.7301, 0.4499, -5.2048], [-0.6542, -1.9826, -5.5080], [-3.8084, 6.3845, 3.9919], [3.1046, -0.4535, -3.3380], [3.7119, -4.3845, -0.9988], [1.6962, -3.0762, -0.6942], [-2.8978, 5.4373, 4.4371], [2.9640, -5.5570, -1.0505], [-0.0930, -2.3605, -4.1324], [-2.1435, 1.7465, 4.9271], [1.4246, 0.2110, 5.6070], [0.9610, -4.2628, -0.7112], [4.7944, -4.4257, -1.0691], [0.9920, -6.4033, -0.8913], [-1.1467, 3.9429, -0.6468], [0.8539, -4.1646, -4.8774], [-2.2651, 0.8701, 0.2462], [-1.9524, 2.1126, 5.9433], [0.0468, -1.4033, -6.1107], [-3.2412, 2.1858, -0.4419], [-3.7605, 1.3597, 1.0556], [3.2382, -1.4325, -3.8077], [1.6068, -3.5478, -3.3958], [-0.1114, -4.2424, -0.5399], [3.4576, -6.5131, -1.1757], [-4.1319, 7.1785, 4.6562], [3.9382, 0.1913, -3.6608], [1.9052, -2.7428, -4.9432], [-4.2987, 5.2942, 0.8114], [-3.2241, 1.7302, 4.7511], [3.1968, -0.5997, -2.2574], [1.7874, 1.4604, -1.8997], [-2.1591, -0.2870, -3.1941], [1.9053, -0.4713, -5.7692], [2.5264, 1.1600, -5.4813], [-1.2548, 1.1208, -2.6512], [-1.2371, 0.6773, -4.3691], [1.0617, 2.5019, 3.9844], [-5.0286, 7.0731, 2.3571], [0.2390, 3.3402, 0.2800], [-0.5372, 4.8634, 0.7460], [-1.7539, 0.7181, 4.8594], [-1.5787, -1.4007, -5.4292], [0.8044, 2.1225, -3.2127], [-0.8886, -2.9039, -6.0638], [0.4750, 3.6480, 5.2084], [-0.8342, -3.5486, -2.4481], [2.5728, 2.1812, -3.3136], [0.7401, 4.1937, 3.5264], [-1.4457, -4.0577, -4.0295], [0.7766, 0.8740, -5.5419], [3.6881, -2.2628, -0.7321], [-2.5293, 5.4934, 5.4587], [-2.0899, -2.6014, -3.2470]],
  "mulliken_charge": [0.410, 0.862, 0.757, 0.373, 0.530, 0.485, -0.254, -0.244, -0.219, -0.220, -0.261, -0.193, -0.520, -0.766, -0.791, -0.672, -0.517, -1.015, 0.377, -1.122, 2.490, 0.115, -1.698, -0.758, -1.250, -1.194, -1.992, -0.501, 0.241, -0.938, -0.445, -1.692, -2.062, -1.859, -0.455, -1.674, -0.780, 0.900, -0.699, -0.446, 2.302, -1.075, 0.617, -0.682, 0.347, 0.398, 0.364, 0.509, 0.190, 0.329, 0.286, 0.337, 0.332, 0.269, 0.210, 0.572, 0.354, 0.365, 0.528, 0.266, 0.384, 0.387, 0.200, 0.301, 0.322, 0.357, 0.506, 0.137, 0.265, 0.200, 0.362, 0.355, 0.385, 0.276, 0.313, 0.355, 0.534, 0.309, 0.108, 0.490, 0.389, 0.485, 0.309, 0.450, 0.391, 0.311],
  "fmax_ev_per_a": 1.3,
  "homo_ev": [-1.8, -1.5],
  "gap_ev": [6.0, 5.5],
  "charge": -2,
  "relative_energy_kcal_mol": 79.2
}